A molecular structure, C35H43ClCoN2Si2 in a non-equilibrium geometry, computed with wB97M-V/def2-TZVPD.

```
! RIJCOSX wB97M-V def2-TZVPD def2/J DEFGRID3
* xyz 0 4
C 0.901 0.964 1.101
C 1.751 0.141 0.291
C 1.602 0.565 -1.054
H 2.460 -0.602 0.660
C 0.642 1.610 -1.103
C 0.234 1.878 0.237
H -0.370 2.708 0.581
H 0.826 0.955 2.181
H 2.198 0.226 -1.886
H 0.356 2.175 -1.993
Co -0.193 -0.020 -0.200
Si 2.180 -2.498 -6.073
C 2.179 -4.319 -6.425
C 1.121 -4.945 -7.101
H 0.233 -4.365 -7.377
C 1.206 -6.305 -7.426
H 0.387 -6.783 -7.972
C 2.350 -7.032 -7.082
H 2.433 -8.081 -7.374
C 3.386 -6.420 -6.378
H 4.279 -6.983 -6.098
C 3.302 -5.064 -6.040
H 4.094 -4.575 -5.476
C 1.642 -1.643 -7.628
C 2.516 -1.830 -8.715
H 3.444 -2.383 -8.581
C 2.221 -1.271 -9.961
H 2.901 -1.427 -10.796
C 1.074 -0.489 -10.123
H 0.857 -0.032 -11.083
C 0.230 -0.261 -9.033
H -0.640 0.391 -9.144
C 0.506 -0.837 -7.792
H -0.142 -0.632 -6.937
H 3.530 -2.081 -5.615
Si 0.838 -2.119 -4.129
C 1.267 -0.283 -4.228
C 2.616 0.126 -4.346
H 3.425 -0.524 -4.000
C 2.953 1.324 -4.983
H 4.011 1.591 -5.123
C 1.936 2.153 -5.473
H 2.190 3.035 -6.077
C 0.593 1.845 -5.203
H -0.206 2.519 -5.541
C 0.268 0.660 -4.525
H -0.777 0.441 -4.302
C 1.938 -3.050 -2.912
C 2.978 -2.516 -2.128
H 3.075 -1.445 -1.988
C 3.943 -3.354 -1.544
H 4.778 -2.918 -0.992
C 3.849 -4.741 -1.684
H 4.632 -5.396 -1.297
C 2.736 -5.292 -2.341
H 2.636 -6.377 -2.450
C 1.775 -4.444 -2.892
H 0.907 -4.885 -3.397
H 0.128 -2.766 -5.230
Cl -1.078 -2.281 -3.198
C 0.039 -3.058 0.014
N -0.536 -1.863 0.685
C -0.043 -1.848 2.095
C -2.043 -1.951 0.695
C -2.668 -0.565 0.818
N -2.281 0.233 -0.400
C -2.977 -0.307 -1.601
C -2.729 1.644 -0.272
H 1.124 -2.948 -0.086
H -0.177 -3.971 0.596
H -0.398 -3.164 -0.985
H -0.439 -2.715 2.646
H 1.050 -1.901 2.103
H -0.354 -0.923 2.593
H -2.375 -2.478 -0.212
H -2.352 -2.551 1.565
H -3.765 -0.666 0.859
H -2.318 -0.021 1.713
H -4.061 -0.119 -1.530
H -2.598 0.183 -2.505
H -2.842 -1.386 -1.699
H -2.318 2.079 0.644
H -2.373 2.200 -1.152
H -3.831 1.695 -0.247
*
```

Properties
<S²>: 3.78
Orbital gap (spin up / spin down) in eV: 5.8 / 4.5
LUMO (spin up / spin down) in eV: 0.65 / -1.53
F_max in eV/A: 3.12
Energy in Eh: -3890.8253

Atom charges from the Mulliken analysis, given in e for atoms 1 to 2: C -0.94; C -1.39

A molecular structure, C35H43ClCrN2Si2 in a non-equilibrium geometry, computed with wB97M-V/def2-TZVPD.

```
! RIJCOSX wB97M-V def2-TZVPD def2/J DEFGRID3
* xyz 0 5
C -1.499 -0.261 1.700
C -2.201 0.203 0.559
C -2.093 -0.779 -0.450
H -2.722 1.143 0.476
C -1.324 -1.850 0.059
C -0.960 -1.529 1.388
H -0.368 -2.142 2.048
H -1.398 0.260 2.638
H -2.513 -0.733 -1.440
H -1.050 -2.735 -0.488
Cr 0.000 0.000 0.000
Si 0.469 0.107 -2.470
C -0.329 1.572 -3.380
C 0.316 2.238 -4.425
H 1.286 1.887 -4.758
C -0.253 3.343 -5.044
H 0.273 3.844 -5.848
C -1.499 3.802 -4.640
H -1.948 4.662 -5.123
C -2.168 3.148 -3.614
H -3.143 3.496 -3.295
C -1.583 2.054 -2.992
H -2.103 1.574 -2.172
C -0.192 -1.449 -3.345
C -1.300 -1.413 -4.195
H -1.751 -0.460 -4.443
C -1.835 -2.573 -4.740
H -2.694 -2.512 -5.397
C -1.266 -3.806 -4.457
H -1.680 -4.711 -4.882
C -0.161 -3.867 -3.617
H 0.295 -4.823 -3.390
C 0.359 -2.705 -3.068
H 1.212 -2.778 -2.404
H 1.905 0.198 -2.947
Si 2.926 0.535 -8.567
C 2.123 -1.132 -8.781
C 1.104 -1.286 -9.725
H 0.748 -0.427 -10.281
C 0.526 -2.526 -9.951
H -0.266 -2.626 -10.682
C 0.957 -3.634 -9.236
H 0.504 -4.601 -9.410
C 1.969 -3.498 -8.295
H 2.304 -4.358 -7.732
C 2.548 -2.258 -8.072
H 3.326 -2.162 -7.325
C 1.730 1.910 -8.927
C 0.469 1.936 -8.324
H 0.185 1.152 -7.633
C -0.428 2.954 -8.602
H -1.400 2.963 -8.126
C -0.080 3.964 -9.490
H -0.781 4.759 -9.708
C 1.167 3.952 -10.098
H 1.441 4.737 -10.790
C 2.065 2.932 -9.817
H 3.037 2.934 -10.294
H 4.120 0.704 -9.428
Cl 3.625 0.674 -6.601
C 2.407 -0.878 1.298
N 1.283 -0.077 1.842
C 1.108 -0.714 3.214
C 1.659 1.312 2.231
C 1.086 2.301 1.276
N 1.234 1.803 -0.083
C 0.733 2.910 -0.932
C 2.699 1.688 -0.415
H 2.163 -1.965 1.322
H 3.358 -0.726 1.858
H 2.526 -0.725 0.215
H 1.969 -0.467 3.882
H 0.226 -0.347 3.771
H 1.152 -1.821 3.266
H 1.237 1.651 3.214
H 2.756 1.422 2.363
H -0.005 2.391 1.484
H 1.562 3.293 1.461
H 1.174 3.893 -0.643
H 1.120 2.826 -1.959
H -0.368 2.999 -0.879
H 3.180 2.684 -0.534
H 3.340 1.223 0.349
H 2.873 1.118 -1.332
*
```

Properties
<S²>: 6.05
Orbital gap (spin up / spin down) in eV: 6.5 / 7.3
LUMO (spin up / spin down) in eV: 0.37 / 0.35
F_max in eV/A: 4.21
Energy relative to the best compared isomer or geometry (same formula, charge and spin) in eV: 0.000
Energy in Eh: -3552.5997

Atom charges from the Mulliken analysis, given in e for atoms 1 to 2: C -0.49; C -0.80

A molecular structure, C35H43ClP2PdSi2 in a non-equilibrium geometry, computed with wB97M-V/def2-TZVPD.

```
! RIJCOSX wB97M-V def2-TZVPD def2/J DEFGRID3
* xyz 0 3
C 0.448 -1.631 -0.569
C -0.726 -2.342 -0.186
C -1.609 -2.339 -1.305
H -0.917 -2.782 0.788
C -1.001 -1.596 -2.365
C 0.278 -1.171 -1.908
H 0.994 -0.581 -2.468
H 1.327 -1.474 0.054
H -2.576 -2.822 -1.350
H -1.463 -1.340 -3.313
Pd -1.254 -0.399 -0.722
Si -4.069 1.559 0.938
C -3.861 0.297 2.458
C -4.331 0.614 3.742
H -4.564 1.650 3.985
C -4.517 -0.404 4.689
H -4.922 -0.170 5.683
C -4.215 -1.726 4.368
H -4.466 -2.539 5.061
C -3.573 -2.013 3.167
H -3.294 -3.035 2.904
C -3.281 -0.963 2.281
H -2.637 -1.146 1.412
C -4.492 0.241 -0.543
C -4.404 -1.237 -0.571
H -4.163 -1.865 0.278
C -4.908 -1.922 -1.768
H -5.158 -2.988 -1.732
C -4.641 -1.269 -3.026
H -4.714 -1.830 -3.956
C -4.267 0.053 -2.998
H -3.885 0.525 -3.913
C -4.324 0.819 -1.836
H -4.165 1.894 -1.901
H -2.589 1.355 0.685
Si -6.182 -0.815 -0.904
C -7.592 -0.232 -2.040
C -8.864 -0.832 -2.087
H -9.222 -1.404 -1.220
C -9.672 -0.677 -3.223
H -10.641 -1.179 -3.280
C -9.249 0.121 -4.292
H -9.809 0.158 -5.229
C -8.104 0.911 -4.130
H -7.791 1.603 -4.913
C -7.356 0.805 -2.960
H -6.550 1.515 -2.760
C -7.017 -1.139 0.799
C -7.176 -2.367 1.442
H -6.829 -3.292 0.980
C -7.763 -2.412 2.720
H -7.873 -3.365 3.233
C -8.174 -1.234 3.357
H -8.641 -1.272 4.346
C -7.950 -0.006 2.738
H -8.192 0.929 3.252
C -7.378 0.042 1.466
H -7.184 1.014 1.003
H -4.634 2.548 1.833
Cl -3.520 3.477 -0.179
C 0.851 -0.131 2.901
P -0.102 1.084 3.904
C 1.245 2.194 4.488
C -0.834 2.116 2.531
C 0.057 2.687 1.419
P 0.198 1.745 -0.182
C -0.162 2.969 -1.493
C 1.989 1.473 -0.412
H 1.251 -0.864 3.615
H 1.693 0.331 2.369
H 0.192 -0.664 2.203
H 2.168 2.067 3.908
H 0.911 3.238 4.467
H 1.420 1.905 5.533
H -1.600 1.438 2.121
H -1.376 2.945 3.022
H -0.362 3.661 1.113
H 1.085 2.856 1.775
H 0.458 3.866 -1.342
H 0.067 2.528 -2.473
H -1.225 3.243 -1.462
H 2.357 0.677 0.246
H 2.188 1.191 -1.454
H 2.525 2.405 -0.182
*
```

Properties
<S²>: 2.03
Orbital gap (spin up / spin down) in eV: 4.5 / 5.1
LUMO (spin up / spin down) in eV: -1.46 / -1.23
F_max in eV/A: 7.90
Energy relative to the best compared isomer or geometry (same formula, charge and spin) in eV: 4.561
Energy in Eh: -3208.9640

Atom charges from the Mulliken analysis, given in e for atoms 1 to 2: C -0.40; C -0.85

A molecular structure, C35H43FN4O6PTl, computed with wB97M-V/def2-TZVPD.

```
! RIJCOSX wB97M-V def2-TZVPD def2/J DEFGRID3
* xyz 0 1
Tl 2.307 0.423 -1.579
N 4.358 1.252 0.133
C 5.095 2.412 -0.095
C 6.476 2.393 0.110
C 7.264 3.509 -0.119
C 6.668 4.684 -0.544
C 5.298 4.708 -0.764
C 4.482 3.591 -0.585
C 3.027 3.670 -0.908
C 2.623 4.546 -1.929
C 1.282 4.685 -2.252
C 0.331 3.953 -1.556
C 0.747 3.063 -0.566
C 2.094 2.869 -0.204
H 3.469 1.407 0.616
H 4.894 0.504 0.553
H 6.931 1.477 0.471
H 8.331 3.461 0.056
H 7.261 5.577 -0.697
H 4.836 5.635 -1.079
H 3.355 5.106 -2.504
H 0.985 5.356 -3.050
H -0.722 4.065 -1.807
H -0.023 2.477 -0.059
F -4.578 0.959 -2.821
C -4.103 0.647 -1.585
C -2.791 0.279 -1.449
C -2.263 0.023 -0.188
C -0.823 -0.314 -0.085
O -0.176 -0.486 -1.112
C -0.330 -0.402 1.276
C -1.204 -0.322 2.297
N -2.558 -0.102 2.185
C -3.359 0.014 3.368
C -3.132 -0.953 4.483
C -4.384 -1.050 3.661
C -3.094 0.134 0.941
C -4.439 0.476 0.772
C -4.952 0.743 -0.488
N -6.330 1.117 -0.587
C -7.070 0.812 -1.794
C -8.575 0.904 -1.460
N -8.703 0.915 0.031
C -8.137 2.175 0.617
C -6.733 2.371 0.009
C 1.149 -0.575 1.686
O 1.326 -0.996 2.842
O 2.009 -0.256 0.839
H -2.136 0.216 -2.307
H -0.813 -0.432 3.299
H -3.609 1.037 3.637
H -3.203 -0.570 5.490
H -2.380 -1.714 4.340
H -5.322 -0.747 4.106
H -4.451 -1.865 2.953
H -5.099 0.520 1.628
H -6.815 -0.199 -2.111
H -6.852 1.488 -2.625
H -9.136 0.060 -1.853
H -9.032 1.825 -1.820
H -8.144 0.137 0.389
H -9.665 0.782 0.321
H -8.112 2.049 1.697
H -8.821 2.985 0.367
H -6.029 2.641 0.791
H -6.744 3.192 -0.721
C 2.654 -6.525 -1.494
C 2.259 -5.069 -1.372
O 3.188 -4.417 -0.515
P 3.073 -2.750 -0.462
O 4.017 -2.328 -1.713
C 5.352 -2.823 -1.877
C 5.482 -3.457 -3.246
O 4.139 -2.539 0.730
C 3.644 -2.534 2.082
C 4.405 -3.566 2.887
H 1.948 -7.056 -2.134
H 2.662 -6.998 -0.512
H 3.652 -6.612 -1.925
H 1.249 -4.978 -0.956
H 2.255 -4.593 -2.359
H 5.580 -3.542 -1.089
H 6.029 -1.973 -1.773
H 4.826 -4.325 -3.325
H 6.510 -3.781 -3.415
H 5.208 -2.743 -4.022
H 2.572 -2.742 2.093
H 3.760 -1.527 2.477
H 4.250 -4.562 2.471
H 4.059 -3.553 3.921
H 5.473 -3.346 2.874
*
```

Properties
Orbital gap in eV: 3.0
LUMO in eV: -1.88
F_max in eV/A: 0.46
Energy relative to the best compared isomer or geometry (same formula, charge and spin) in eV: 2.204
Energy in Eh: -2643.5691

Atom charges from the Mulliken analysis, given in e for atoms 1 to 2: Tl 0.94; N 0.04

5 unconnected molecules or ions with the total composition C35H43FNO15P in a non-equilibrium geometry, computed with wB97M-V/def2-TZVPD.

```
! RIJCOSX wB97M-V def2-TZVPD def2/J DEFGRID3
* xyz 0 1
C -3.690 2.814 -1.830
C -4.204 1.269 -1.810
O -5.281 1.047 -0.874
C -4.839 0.243 0.262
C -3.808 1.177 1.090
C -2.280 0.867 0.845
C -1.280 1.777 1.589
C -1.710 2.948 2.553
C -3.204 3.248 2.801
C -4.240 2.334 2.038
P -6.069 2.781 2.332
N -6.895 2.797 0.934
C -0.497 3.797 3.200
O -0.489 4.139 4.408
C 0.704 4.110 2.166
C 1.376 5.497 2.097
C 2.493 5.704 1.041
C 2.921 4.537 0.080
C 2.241 3.117 0.138
C 2.675 1.972 -0.883
C 3.523 0.777 -0.240
F 3.548 2.621 -1.869
C 1.130 2.941 1.198
C 0.303 1.562 1.353
O 0.840 0.425 1.321
H -4.367 3.405 -2.542
H -2.615 2.913 -2.204
H -3.764 3.244 -0.767
H -3.287 0.595 -1.668
H -4.589 1.061 -2.882
H -4.285 -0.672 -0.140
H -5.781 -0.012 0.866
H -1.918 0.049 0.139
H -3.505 4.113 3.478
H -6.103 4.118 2.830
H -6.638 1.809 3.235
H -7.248 3.768 0.801
H 1.064 6.363 2.761
H 2.972 6.739 0.971
H 3.729 4.774 -0.683
H 1.742 1.637 -1.459
H 2.848 -0.175 -0.246
H 3.757 0.968 0.872
H 4.464 0.505 -0.839
C -4.354 1.439 7.031
C -4.828 2.863 6.834
C -6.027 3.220 7.662
O -6.656 4.225 6.874
C -6.303 3.985 5.581
O -6.804 4.518 4.631
O -5.308 3.059 5.506
H -3.474 1.245 6.413
H -4.097 1.247 8.075
H -5.119 0.723 6.716
H -4.002 3.562 7.004
H -5.754 3.613 8.642
H -6.730 2.391 7.795
C 3.378 -5.164 -2.143
C 3.668 -4.096 -1.111
C 2.781 -2.892 -1.221
O 3.605 -1.852 -0.701
C 4.897 -2.235 -0.918
O 5.847 -1.518 -0.783
O 4.965 -3.537 -1.311
H 4.042 -6.011 -2.001
H 2.345 -5.514 -2.072
H 3.558 -4.792 -3.155
H 3.636 -4.526 -0.103
H 1.869 -2.992 -0.630
H 2.511 -2.639 -2.252
C 9.663 -6.721 -2.418
C 8.246 -6.338 -2.051
C 7.509 -7.407 -1.298
O 6.155 -7.156 -1.657
C 6.179 -6.554 -2.879
O 5.213 -6.377 -3.565
O 7.444 -6.182 -3.219
H 10.150 -5.900 -2.950
H 10.253 -6.958 -1.529
H 9.676 -7.581 -3.093
H 8.240 -5.388 -1.505
H 7.643 -7.323 -0.218
H 7.770 -8.423 -1.612
C -1.225 -0.067 -6.763
C -1.215 -0.921 -5.514
C -2.565 -1.463 -5.143
O -2.463 -1.600 -3.731
C -1.545 -0.684 -3.315
O -1.353 -0.391 -2.168
O -0.878 -0.142 -4.369
H -0.215 0.286 -6.987
H -1.598 -0.627 -7.624
H -1.843 0.825 -6.625
H -0.475 -1.723 -5.610
H -2.768 -2.428 -5.611
H -3.389 -0.777 -5.368
*
```

Properties
Structure (SMILES): CCOCc1cc2c(cc1[PH2]=N)C(=O)c1cccc([C@H](C)F)c1C2=O.C[C@@H]1COC(=O)O1.C[C@@H]1COC(=O)O1.C[C@@H]1COC(=O)O1.C[C@@H]1COC(=O)O1
Orbital gap in eV: 6.8
LUMO in eV: -0.82
F_max in eV/A: 4.91
Energy in Eh: -2983.7010

Atom charges from the Mulliken analysis, given in e for atoms 1 to 2: C -0.77; C 0.49